# C9H20FO9PS

A cluster of 2 separate species, C9H20FO9PS in total (ωB97M-V with the def2-TZVPD basis set, OMol25).

## Properties
Max |F|: 0.205 eV Å⁻¹
E_tot: -50925.908 eV
E_HOMO: -10.634 eV

The geometry in ORCA input format:
```
! wB97M-V def2-TZVPD RIJCOSX def2/J DEFGRID3
* xyz 0 1
C 5.6371 2.2300 -0.6986
C 4.9202 2.4987 -1.9935
O 5.2788 3.2818 -2.8336
O 3.8177 1.7251 -2.1134
C 3.0211 1.8835 -3.3025
C 1.5734 1.6971 -2.9065
C 1.0143 2.9094 -2.1561
C 0.0915 2.5742 -1.0083
O -1.1554 2.0095 -1.4829
P -1.4196 0.4906 -1.7422
O -1.2521 -0.0643 -3.0744
O -0.6541 -0.3023 -0.5953
O -2.9624 0.5674 -1.1794
F -3.4962 -0.7199 -1.4216
H 4.9582 1.8548 0.0620
H 6.1283 3.1408 -0.3703
H 6.3953 1.4683 -0.8775
H 3.3374 1.1367 -4.0298
H 3.2114 2.8723 -3.7167
H 1.5172 0.8098 -2.2685
H 0.9835 1.4750 -3.7945
H 0.4887 3.5804 -2.8368
H 1.8372 3.4879 -1.7245
H -0.1974 3.4725 -0.4691
H 0.5533 1.8826 -0.3025
H -0.1133 -1.0035 -0.9805
O -1.2289 -3.3432 4.3043
S -2.2688 -3.9042 3.4937
O -1.9693 -4.2732 2.1442
O -3.5236 -2.9362 3.5294
C -3.2880 -1.5321 3.2372
C -3.0812 -1.2697 1.7636
C -3.0106 -5.2686 4.3166
H -2.4417 -1.1962 3.8375
H -4.1842 -1.0388 3.6072
H -2.1673 -1.7329 1.3979
H -3.0108 -0.1945 1.5970
H -3.9148 -1.6591 1.1806
H -3.2515 -4.9771 5.3347
H -2.2740 -6.0690 4.3075
H -3.8992 -5.5636 3.7655
*
```

Atomic partial charges in e from the Mulliken method, atoms 1 to 5:
1. C -1.02
2. C 0.79
3. O -0.56
4. O -0.31
5. C -0.97